Entry from the OMol25 dataset: C36H32BiBrN6O2S as an isolated structure at a distorted geometry (the ωB97M-V functional and the def2-TZVPD basis).

Each line ends with the Mulliken charge.
Element x y z (Å)
Bi: 0.067 0.064 -1.134  1.5815
O: 1.758 3.784 0.441  -0.6883
C: 2.480 3.390 1.515  0.4596
C: 3.215 4.352 2.206  -0.6388
C: 4.030 3.987 3.256  -0.4324
C: 4.121 2.659 3.645  -0.8745
C: 3.360 1.710 2.997  -0.4937
C: 2.524 2.058 1.939  -0.0776
C: 1.717 0.961 1.269  1.5207
O: 1.535 1.189 -0.088  -0.9080
N: 0.416 0.830 1.945  -0.3033
N: -0.572 0.186 1.326  0.3652
C: -1.632 -0.210 1.941  -1.1749
C: -2.850 -0.628 1.322  0.6779
Br: -3.118 -0.142 -0.543  -0.1058
C: -3.905 -1.198 1.943  -0.9416
C: -3.942 -1.749 3.278  0.5786
C: -5.152 -1.722 3.981  -0.5797
C: -5.238 -2.266 5.246  -0.5984
C: -4.136 -2.886 5.816  -0.4312
C: -2.938 -2.937 5.121  -0.7783
C: -2.835 -2.369 3.868  -0.1058
H: 1.551 2.989 -0.077  0.3085
H: 3.135 5.377 1.882  0.4707
H: 4.614 4.736 3.765  0.4086
H: 4.782 2.370 4.446  0.4317
H: 3.416 0.674 3.302  0.3947
H: 2.269 0.014 1.424  -0.4977
H: 0.417 0.885 2.959  0.4267
H: -1.677 -0.157 3.029  0.7388
H: -4.836 -1.262 1.396  0.4357
H: -6.018 -1.255 3.538  0.4180
H: -6.168 -2.218 5.791  0.4058
H: -4.214 -3.336 6.795  0.4077
H: -2.085 -3.434 5.556  0.4062
H: -1.912 -2.458 3.313  0.3524
C: 2.258 -2.336 0.281  -1.3853
C: 2.615 -2.191 -1.155  0.9029
C: 3.588 -3.038 -1.688  -0.8930
C: 3.943 -2.906 -3.013  -0.9307
C: 3.313 -1.936 -3.778  -0.8239
C: 2.342 -1.127 -3.197  0.4035
N: 2.019 -1.268 -1.901  0.7748
C: 1.612 -0.127 -3.992  0.7661
C: 1.832 0.054 -5.360  -0.9923
C: 1.087 0.998 -6.045  -0.9387
C: 0.134 1.741 -5.368  -1.0279
C: -0.061 1.496 -4.007  1.0006
N: 0.684 0.596 -3.364  0.4264
C: -1.042 2.246 -3.214  0.4580
C: -2.037 3.010 -3.813  -1.0356
C: -2.851 3.803 -3.012  -0.7602
C: -2.609 3.838 -1.658  -1.0156
C: -1.640 2.995 -1.104  0.7769
C: -1.412 3.017 0.360  -1.2162
N: -0.915 2.192 -1.877  0.2442
H: 3.086 -1.980 0.894  0.4781
H: 2.108 -3.385 0.527  0.5599
H: 1.358 -1.775 0.514  -0.0768
H: 4.047 -3.788 -1.064  0.5730
H: 4.694 -3.545 -3.451  0.4846
H: 3.595 -1.821 -4.809  0.4392
H: 2.562 -0.529 -5.898  0.3832
H: 1.253 1.151 -7.100  0.4813
H: -0.423 2.500 -5.890  0.4089
H: -2.195 2.981 -4.876  0.3990
H: -3.640 4.392 -3.453  0.4822
H: -3.170 4.491 -1.009  0.5394
H: -1.270 4.046 0.683  0.5436
H: -0.536 2.444 0.622  0.1155
H: -2.284 2.630 0.884  0.3531
S: -0.231 -5.123 -1.933  -0.0913
C: -0.663 -4.742 -0.317  -0.3364
C: -0.767 -3.396 -0.163  -1.0443
N: -0.508 -2.672 -1.279  0.2480
C: -0.219 -3.443 -2.277  -0.3681
H: -0.812 -5.518 0.405  0.4790
H: -1.032 -2.884 0.741  0.6575
H: 0.012 -3.075 -3.258  0.3984

Computed properties:
HOMO (Eh): -0.45824
Spin multiplicity: 1
Total charge: +2